[1]
This record from OMol25 describes a structure of composition C18H18BF4OPd. The level of theory is the ωB97M-V functional and the def2-TZVPD basis.

XYZ file:
```
43
C18H18BF4OPd (the ωB97M-V functional and the def2-TZVPD basis)
C 0.74712 -1.80667 1.64459
C -0.66870 -1.86584 1.47767
C -0.96067 -2.01493 0.10590
H -1.37164 -1.83452 2.28544
C 0.24720 -1.95047 -0.64366
C 1.38487 -2.01096 0.32885
H 2.42658 -2.09429 0.04951
H 1.30603 -1.74234 2.55975
H -1.95438 -2.12852 -0.32883
H 0.40993 -2.23381 -1.67728
C -1.05762 1.92830 0.01236
C -1.05748 2.00375 1.42834
C 0.27583 2.04024 1.88791
H -1.91487 2.03905 2.07752
C 1.17347 1.91682 0.72006
C 0.27554 1.89348 -0.45823
H 0.62009 2.04403 -1.48257
H -1.93123 2.01261 -0.64035
H 0.64585 2.36362 2.84950
H 2.22656 2.15994 0.70380
Pd 1.23057 -0.05026 0.33100
O -0.96789 0.20379 -3.02683
C -1.73725 -0.89233 -3.22123
C -0.41220 -1.11944 -3.86676
H -1.89783 -1.61435 -2.45554
H -2.56294 -0.75336 -3.89088
H 0.14284 -2.07256 -3.65130
H 1.13154 -1.99237 -5.84566
C 0.83384 -0.93889 -5.97863
C 0.08287 -0.35626 -4.95672
C -0.27204 1.04062 -5.07009
H -0.79664 1.49920 -4.25361
C 0.02893 1.75236 -6.22158
H -0.27514 2.79892 -6.27077
C 0.71021 1.11633 -7.26720
H 0.92987 1.65538 -8.18372
C 1.12237 -0.22650 -7.13147
H 1.68396 -0.71958 -7.93501
F 0.26879 0.37840 3.32032
B 0.02645 -0.06557 4.70296
F -0.97660 0.74639 5.26323
F -0.39689 -1.41603 4.59052
F 1.23940 0.00530 5.39621
```

LUMO (alpha / beta) = 2.224 / 1.443 eV
energy above the lowest of the compared OMol25 structures with the same formula, charge and spin = 38.51 kcal/mol
<S²> = 2.0308
multiplicity = 3
total charge = -1
frontier orbital gap (alpha / beta) = 6.3 / 5.8 eV

=====

[2]
This record from OMol25 describes a cluster of 12 separate species, BF4H22O11 in total. The level of theory is the ωB97M-V functional and the def2-TZVPD basis.

XYZ file:
```
38
BF4H22O11 (the ωB97M-V functional and the def2-TZVPD basis)
B 5.63753 -7.29089 11.11300
F 4.64280 -6.50016 10.47507
F 5.89240 -6.68056 12.34497
F 5.27793 -8.56352 11.21767
F 6.78780 -7.36531 10.28677
O 6.99389 -4.81253 9.56218
H 6.95454 -5.72469 9.84966
H 6.34843 -4.36136 10.10630
O 2.59834 -10.00310 12.42594
H 3.04295 -10.84519 12.32885
H 3.25986 -9.42480 12.80565
O 8.59355 -5.40523 12.73336
H 8.10686 -6.22946 12.73330
H 9.37144 -5.58581 12.20561
O 6.07326 -9.59681 8.77403
H 6.03864 -8.91097 9.44085
H 5.84819 -9.14981 7.95809
O 1.79234 -7.75602 11.00498
H 1.99587 -8.55840 11.48559
H 2.63980 -7.32824 10.88231
O 5.53375 -8.74612 14.57851
H 4.72185 -8.59698 15.06309
H 5.62949 -7.97030 14.02610
O 5.59792 -11.87747 10.14527
H 4.93553 -11.75290 10.82495
H 5.63332 -11.03737 9.68784
O 4.56255 -6.31831 7.90264
H 3.77655 -6.70839 7.52019
H 4.41796 -6.36465 8.84772
O 4.70612 -3.23421 10.09887
H 3.85897 -3.65715 10.23914
H 4.93687 -2.86986 10.95342
O 4.59401 -4.47173 13.51035
H 4.72993 -5.18853 12.89072
H 4.71684 -4.87204 14.37111
O 8.17155 -9.16929 11.57614
H 8.60642 -9.60245 10.84163
H 7.44343 -8.69311 11.17699
```

LUMO = 2.447 eV
energy above the lowest of the compared OMol25 structures with the same formula, charge and spin = 22.12 kcal/mol
total charge = -1
frontier orbital gap = 9.7 eV

=====

[3]
This record from OMol25 describes a cluster of 2 separate species, C4H9N2 in total. The level of theory is the ωB97M-V functional and the def2-TZVPD basis.

XYZ file:
```
15
C4H9N2 (the ωB97M-V functional and the def2-TZVPD basis)
C 2.56494 0.11787 -0.26279
C -1.07986 -1.12801 0.78457
C -1.27998 -0.92551 -0.66008
C -0.51784 1.31541 0.07669
N 1.77207 -0.72359 0.10390
N -0.38331 -0.07202 -0.07396
H 3.71207 0.00726 -0.55790
H 2.39195 1.22927 -0.36713
H -1.87418 -0.85594 1.48129
H -0.38447 -1.84415 1.19856
H -1.14159 -1.66938 -1.39999
H -2.24069 -0.33623 -0.85347
H -0.09675 1.58621 1.04035
H 0.11759 1.73578 -0.68520
H -1.55997 1.56305 0.17514
```

LUMO (alpha / beta) = -7.017 / -6.007 eV
energy above the lowest of the compared OMol25 structures with the same formula, charge and spin = 147.66 kcal/mol
total charge = +1
frontier orbital gap (alpha / beta) = 7.7 / 9.5 eV

=====

[4]
This record from OMol25 describes a cluster of 2 separate species, C6H15NO in total. The level of theory is the ωB97M-V functional and the def2-TZVPD basis.

XYZ file:
```
23
C6H15NO (the ωB97M-V functional and the def2-TZVPD basis)
C -1.57178 -1.07805 0.34886
C -0.12022 -1.26466 0.79195
C 0.88136 -1.28340 -0.36670
C 1.31671 0.77156 -1.67903
C 1.58217 0.04891 -0.59498
C 2.71675 0.32089 0.36468
N -2.39820 -0.17766 1.11825
H -1.57048 -0.86555 -0.72497
H -2.09280 -2.04890 0.41963
H 0.11757 -0.45408 1.49308
H 0.07864 -2.12468 1.45444
H 0.34398 -1.67392 -1.24548
H 1.64517 -2.06457 -0.24731
H 0.61746 0.44635 -2.42862
H 1.84626 1.71734 -1.75742
H 2.46339 0.68876 1.35499
H 3.26299 1.10740 -0.17753
H 3.35922 -0.54678 0.50284
H -1.88273 0.65863 1.34793
H -2.99934 -0.52858 1.83883
H -1.89233 3.22258 -0.80039
H -2.92081 2.28859 -0.10169
O -2.78298 2.83981 -0.91137
```

LUMO (alpha / beta) = 3.852 / 3.759 eV
energy above the lowest of the compared OMol25 structures with the same formula, charge and spin = 30.82 kcal/mol
<S²> = 0.7505
multiplicity = 2
total charge = -1
frontier orbital gap (alpha / beta) = 2.6 / 9.4 eV